Record 1
Formula: C11H25BBrCl3FIN3O11P4
Source: OMol25
Level of theory: ωB97M-V with the def2-TZVPD basis set

Calculated values
**Net charge**: +1
**Energy above the lowest of the compared OMol25 structures with the same formula, charge and spin**: 0.0 kcal/mol
**Orbital gap**: 8.72 eV
**Maximum force**: 1.8 eV Å⁻¹
**HOMO level**: -0.42976 hartree

Last column: natural (NBO) charge in e.
Cartesian coordinates (Å):
1 Br 0.666 4.576 -1.892  -0.146
2 H -0.585 2.887 -4.197  0.526
3 H 2.741 0.481 6.100  0.231
4 H -0.481 -0.084 2.396  0.262
5 B 1.883 1.202 -2.388  1.218
6 N -0.449 0.065 -1.544  -0.574
7 H -1.345 0.563 -1.531  0.496
8 O -1.096 2.841 0.917  -0.991
9 H -2.092 0.599 2.440  0.228
10 P 0.648 -2.527 1.673  0.226
11 H -1.401 3.705 1.224  0.523
12 O 2.191 0.245 -3.325  -0.935
13 H -1.420 -2.963 -3.830  0.214
14 O -0.251 2.231 -3.570  -1.025
15 C 1.144 1.324 0.087  -0.427
16 I 2.069 -2.151 -1.113  0.075
17 C 0.598 1.189 -1.387  -0.509
18 C 1.711 0.288 5.829  -0.278
19 H -3.920 1.604 0.340  0.267
20 C -2.309 -2.383 -3.585  -0.654
21 F -2.240 -0.155 -4.408  -0.364
22 C 0.727 -1.123 0.405  -0.172
23 O -3.606 -1.256 0.522  -0.474
24 O 2.725 2.248 -2.156  -0.921
25 P 2.762 -2.827 2.151  2.100
26 H 4.040 -4.411 1.539  0.521
27 H 3.117 -2.718 4.236  0.527
28 O 3.606 -1.627 2.000  -1.117
29 H -0.130 -0.053 -3.645  0.268
30 H 1.249 4.421 1.858  0.524
31 H 2.149 1.741 -0.007  0.292
32 H 2.239 -0.058 1.197  0.448
33 H -0.577 -2.605 -1.104  0.504
34 O 3.152 -4.109 1.301  -0.979
35 O 1.291 3.861 1.069  -0.988
36 C -0.642 -0.854 -0.255  0.661
37 Cl 1.018 -0.800 7.030  0.028
38 N -1.565 -0.128 0.562  -0.628
39 O 2.763 -3.395 3.642  -0.989
40 H -2.697 -0.591 -2.507  0.165
41 H 0.010 -1.589 -2.839  0.250
42 H -4.536 0.602 -0.980  0.256
43 C -1.999 -0.929 -3.277  0.205
44 H -2.977 1.477 -1.118  0.218
45 N 1.300 0.070 0.830  -0.692
46 P -0.462 2.698 -1.995  1.052
47 C -3.636 0.916 -0.458  -0.729
48 Cl 0.855 1.811 5.787  0.051
49 Cl 1.728 -0.516 4.235  -0.025
50 H 0.208 -2.010 2.893  0.029
51 H 2.918 2.783 -2.933  0.522
52 C -1.492 -0.213 2.035  -0.448
53 H -3.041 -2.428 -4.387  0.251
54 O 0.589 2.055 2.676  -1.087
55 O -1.225 -2.031 -0.664  -0.721
56 C -2.992 -0.283 0.192  0.721
57 P 0.426 2.543 1.309  2.329
58 H -2.769 -2.841 -2.711  0.240
59 H 1.873 0.445 -4.212  0.515
60 H -1.917 -1.150 2.401  0.208
61 C -0.544 -0.664 -2.859  -0.280



Record 2
Formula: C32H48Br2NO3S4Si2Sr
Source: OMol25
Level of theory: ωB97M-V with the def2-TZVPD basis set

Calculated values
**Net charge**: -1
**Energy above the lowest of the compared OMol25 structures with the same formula, charge and spin**: 0.0 kcal/mol
**Orbital gap**: 4.99 eV
**Maximum force**: 2.9 eV Å⁻¹
**HOMO level**: -0.11336 hartree

Last column: Löwdin charge in e.
Cartesian coordinates (Å):
1 Si 0.156 -1.092 2.702  0.529
2 Sr 0.550 0.001 -0.544  0.963
3 H 4.110 -3.353 1.670  0.031
4 C 3.735 -2.299 1.571  -0.243
5 C 1.098 -3.590 1.328  -0.362
6 H -3.877 -3.856 -1.716  0.139
7 O 3.432 2.944 1.486  -0.209
8 C -2.249 4.003 -2.174  -0.502
9 C -3.248 -3.112 -2.303  -0.029
10 H 1.168 5.615 -1.237  0.088
11 C -0.581 -5.299 2.800  -0.129
12 H 2.497 1.085 1.842  0.105
13 C 3.088 3.460 2.743  -0.162
14 H 3.411 -0.491 -2.034  0.079
15 C 3.074 -3.719 -1.013  -0.319
16 C -1.066 0.445 -4.982  -0.581
17 C 3.510 1.478 1.512  -0.170
18 Si 2.289 -2.453 0.262  0.522
19 C -2.028 1.588 2.306  -0.555
20 S 0.158 2.834 1.127  0.845
21 C 3.986 1.039 0.178  -0.217
22 C -1.659 -1.098 -3.304  -0.146
23 C 0.313 -3.037 2.350  -0.325
24 C -2.038 -0.089 -5.832  -0.212
25 C 1.114 -4.974 1.167  -0.139
26 C 1.075 4.552 -0.894  -0.501
27 C 3.294 0.602 -2.034  -0.101
28 H -4.538 1.030 0.981  0.069
29 H -1.177 -5.993 3.383  0.086
30 H -3.309 3.118 0.098  0.027
31 H -0.762 5.312 -3.039  0.083
32 H 3.861 3.225 3.485  0.083
33 H 3.805 -3.270 -1.765  0.009
34 H 3.245 -1.959 2.442  -0.034
35 H 1.640 -5.448 0.329  0.080
36 C -1.990 -2.954 -0.126  -0.027
37 H -3.115 4.508 -2.657  0.081
38 C -0.526 -3.942 3.084  -0.115
39 H 0.937 5.064 1.184  0.070
40 C -3.814 1.046 0.166  -0.492
41 H -1.333 1.033 2.924  -0.030
42 C -0.774 -0.040 -3.722  -0.481
43 H 4.878 1.510 -0.195  0.127
44 C -1.427 2.970 2.042  -0.478
45 H 0.996 0.155 4.687  0.033
46 H 2.325 -4.269 -1.692  0.023
47 H 2.192 3.031 3.222  0.071
48 H -0.646 4.969 0.342  0.045
49 H 2.032 4.104 -0.743  0.031
50 C -2.658 -1.642 -4.103  -0.196
51 S -2.214 0.464 0.889  0.739
52 H -2.048 3.642 1.522  0.031
53 H 0.276 -6.864 1.603  0.085
54 H -1.111 -1.729 4.827  0.007
55 H -1.958 4.457 -1.249  0.040
56 H -2.267 -1.452 3.558  0.018
57 H -1.279 3.355 3.058  0.086
58 H -1.767 -4.052 -0.189  0.106
59 H 2.422 0.821 -2.630  0.049
60 H -0.940 3.724 -3.999  0.016
61 H 4.587 -1.746 1.275  -0.026
62 H -2.824 -2.730 0.513  0.070
63 Br 0.150 1.713 -5.746  0.742
64 H -1.148 -2.448 0.316  0.008
65 H -2.189 0.275 -6.852  0.096
66 H 3.039 4.538 2.611  0.083
67 H 4.308 -0.030 0.257  0.106
68 H -1.529 -0.077 4.363  0.000
69 C 1.436 -0.677 4.057  -0.284
70 H 1.541 -1.487 4.703  -0.015
71 H -2.969 1.608 2.933  0.112
72 C 0.267 -5.815 1.841  -0.137
73 Br -4.257 -1.607 -6.458  0.764
74 H 4.245 1.168 2.226  0.119
75 C -3.471 -2.676 -3.584  -0.033
76 H -4.037 0.336 -0.648  0.061
77 N -1.525 -1.470 -1.985  0.134
78 O 2.915 1.093 -0.744  -0.341
79 H -4.753 2.852 -0.876  0.091
80 C -2.840 -1.053 -5.386  -0.686
81 S -2.741 2.247 -2.049  0.887
82 C 0.313 4.523 0.459  -0.480
83 O 0.208 0.376 -2.987  -0.310
84 H 2.439 -0.373 3.710  -0.011
85 S 0.572 3.506 -2.328  0.843
86 C -0.948 4.208 -3.010  -0.535
87 H -4.258 -3.186 -4.141  0.082
88 H 4.192 1.134 -2.429  0.110
89 H 3.536 -4.575 -0.468  -0.003
90 C -2.254 -2.470 -1.571  -0.329
91 C -3.760 2.415 -0.569  -0.535
92 C -1.318 -1.083 3.978  -0.298
93 H -1.190 -3.600 3.897  0.076



Record 3
Formula: C34H30NO2Ru
Source: OMol25
Level of theory: ωB97M-V with the def2-TZVPD basis set

Calculated values
**Net charge**: +1
**Energy above the lowest of the compared OMol25 structures with the same formula, charge and spin**: 61.2 kcal/mol
**Orbital gap (alpha / beta)**: 5.85 / 5.55 eV
**Maximum force**: 6.9 eV Å⁻¹
**HOMO level (alpha / beta)**: -0.41588 / -0.41579 hartree

Last column: natural (NBO) charge in e.
Cartesian coordinates (Å):
1 C -0.580 3.035 -0.400  -0.207
2 C 1.930 -1.891 -0.343  0.193
3 H 1.862 -3.437 1.232  0.253
4 C 3.785 -3.678 -0.666  -0.178
5 H 3.517 2.159 2.833  0.221
6 C 0.245 -2.060 1.470  0.265
7 C 4.985 -4.046 -1.257  -0.213
8 C 2.412 -0.719 0.539  0.046
9 H 6.562 -3.493 -2.592  0.225
10 C -0.275 -0.879 3.478  -0.102
11 H -3.162 -0.765 0.101  0.236
12 C 5.618 -3.206 -2.155  -0.203
13 C 0.519 -1.794 2.808  -0.227
14 C -3.327 1.495 -1.282  0.047
15 H -0.208 2.656 -1.340  0.232
16 H -0.077 -0.654 4.515  0.241
17 C -2.502 -2.814 -1.393  -0.820
18 H -5.004 0.272 -3.950  0.217
19 H -5.635 3.905 -1.796  0.224
20 H 4.701 -0.003 2.912  0.224
21 C -4.733 0.948 -3.153  -0.188
22 H 5.521 -1.323 -3.175  0.222
23 C -5.442 2.125 -2.970  -0.203
24 C -1.304 -0.240 2.806  -0.228
25 H -2.954 2.411 1.924  0.199
26 H 3.314 -4.353 0.031  0.199
27 C -2.137 1.061 -0.375  0.203
28 C -1.614 4.058 1.948  -0.218
29 N -0.812 -1.505 0.875  -0.405
30 H -3.428 0.491 1.331  0.249
31 O -1.198 0.482 -1.150  -0.622
32 H -6.249 2.380 -3.638  0.225
33 C -2.123 2.881 1.425  -0.180
34 C -1.570 -0.585 1.485  0.255
35 H 3.396 -0.662 -2.128  0.224
36 H -3.526 -2.524 -1.614  0.264
37 H 0.953 0.646 -0.234  0.229
38 C -1.584 2.341 0.262  -0.060
39 H -1.913 0.494 3.309  0.244
40 C -0.066 4.207 0.132  -0.202
41 C 5.040 -1.989 -2.477  -0.179
42 C 1.762 0.503 0.474  -0.263
43 C 3.847 -1.614 -1.890  -0.209
44 H 0.588 -3.576 -0.027  0.223
45 C -2.684 0.026 0.688  -0.451
46 C 3.204 1.349 2.193  -0.201
47 H -2.048 -3.257 -2.324  0.197
48 C 3.217 -2.455 -0.979  -0.054
49 C -5.088 2.986 -1.946  -0.190
50 H -2.051 4.470 2.844  0.222
51 H 1.341 -2.291 3.302  0.246
52 C -4.021 2.684 -1.114  -0.231
53 C 2.157 1.535 1.307  -0.197
54 H 1.657 2.489 1.242  0.226
55 H -0.170 5.624 1.740  0.226
56 H -3.072 -0.252 -2.498  0.182
57 H 4.005 -1.844 1.443  0.224
58 Ru -0.841 -1.592 -1.371  1.380
59 C 3.864 0.132 2.243  -0.200
60 H 5.426 -4.996 -1.001  0.221
61 C -0.570 4.713 1.317  -0.205
62 C 1.160 -2.884 0.612  -0.447
63 H -3.736 3.398 -0.356  0.227
64 C 3.474 -0.904 1.415  -0.249
65 C -3.671 0.642 -2.322  -0.245
66 O 1.115 -1.475 -1.324  -0.595
67 H -2.517 -3.572 -0.602  0.233
68 H 0.715 4.736 -0.392  0.226